{"formula": "C19H23IN5O4SY", "method": "ωB97M-V/def2-TZVPD", "total_energy_ha": -2046.39012, "orbital_gap_ev": [1.751, 1.759], "total_charge": -2, "species": ["I", "Y", "S", "O", "O", "O", "O", "N", "N", "N", "N", "N", "C", "C", "C", "C", "C", "C", "C", "C", "C", "C", "C", "C", "C", "C", "C", "C", "C", "C", "C", "H", "H", "H", "H", "H", "H", "H", "H", "H", "H", "H", "H", "H", "H", "H", "H", "H", "H", "H", "H", "H", "H", "H"], "positions_angstrom": [[-4.2661, 0.6787, -2.7625], [-0.2203, 1.7876, -0.2465], [2.6803, -2.3970, 1.3925], [3.3435, -3.0932, 0.3031], [2.0022, -3.2546, 2.3547], [1.3554, 1.0844, 0.8694], [-1.5573, -1.4257, -0.8527], [0.9945, -0.9060, -2.3415], [-2.7112, 1.0320, 1.2027], [-1.7239, -0.7710, 1.8860], [1.6533, -1.2208, 0.8196], [0.4184, 1.1663, -2.5156], [-3.3900, 1.9913, 0.3373], [3.8048, 1.2056, 2.4719], [-1.2324, -0.2840, -0.7132], [5.4714, -0.2006, 3.5184], [-3.2510, 0.7069, 2.4430], [2.0262, 0.0130, 1.1794], [3.7465, -1.2191, 2.1991], [-1.6701, 0.1725, 0.8864], [-2.6178, -0.3940, 2.8513], [-1.1274, -2.0966, 1.9312], [0.1758, 0.0138, -1.7720], [1.8043, -0.3309, -3.3008], [-0.5141, 2.2861, -2.6929], [-6.0799, 1.3360, -3.6803], [4.8836, -1.3463, 2.9742], [4.9303, 1.0809, 3.2768], [1.0003, -2.3622, -2.1639], [1.4369, 0.9486, -3.4594], [3.2482, 0.0488, 1.9740], [-0.3998, -2.1825, 2.7571], [-0.1164, 3.2258, -2.2218], [-6.9556, 0.8343, -3.2363], [-1.5403, 2.0525, -2.3278], [2.5435, -0.8934, -3.8951], [-3.2303, 3.0357, 0.6652], [-0.6109, -2.2889, 1.0140], [-4.1032, 1.1910, 2.8778], [1.0588, -2.8531, -3.1670], [-6.2095, 2.4094, -3.5590], [5.2783, -2.3259, 3.1402], [0.0850, -2.6688, -1.6727], [-0.6741, 2.4905, -3.7607], [3.3522, 2.1649, 2.2331], [-1.9293, -2.8469, 2.1117], [-3.0684, 1.8656, -0.7084], [1.7081, 1.6681, -4.2112], [1.8637, -2.6869, -1.5604], [6.3530, -0.2676, 4.1454], [-2.8256, -0.9977, 3.7316], [-4.4780, 1.7799, 0.3295], [5.3862, 1.9763, 3.7047], [-6.1019, 1.0673, -4.7596]], "forces_ev_per_angstrom": [[-0.511, -0.162, -0.430], [-0.729, -0.398, 0.669], [-1.235, 1.075, -0.388], [0.029, 0.334, 0.491], [0.567, 0.467, -0.332], [2.549, -1.822, 1.666], [-1.235, -4.124, -0.137], [1.288, -2.513, -0.837], [-1.649, 0.912, -0.478], [0.013, -1.405, 0.448], [0.311, -0.496, 0.223], [-1.091, 2.930, -0.923], [-0.170, 0.214, 0.129], [0.661, 0.301, 0.554], [-0.214, 2.923, -3.496], [-0.157, 0.422, -0.044], [0.091, -0.026, -0.378], [-1.145, -0.100, -0.844], [0.811, 0.089, 0.574], [3.660, 1.695, 0.471], [-0.660, -0.607, 0.548], [-0.007, -0.019, 0.840], [-1.872, 0.298, 3.608], [0.010, -0.300, -0.723], [0.145, -0.191, -0.983], [-0.870, -0.411, -0.787], [-0.096, 0.197, -0.044], [-0.004, -0.296, -0.154], [0.433, 0.029, -0.157], [0.109, -0.247, 0.153], [-0.966, 0.519, -0.622], [-0.183, 0.159, -0.295], [-0.427, -0.207, -0.267], [0.610, 0.088, 0.128], [0.603, -0.076, 0.042], [-0.640, 0.240, 0.645], [0.024, -0.445, -0.232], [0.075, -0.151, -0.327], [0.016, 0.303, -0.087], [-0.080, 0.398, 0.610], [0.290, -0.026, 0.033], [0.380, -0.397, 0.249], [-0.089, 0.091, 0.045], [0.118, 0.165, -0.066], [0.044, -0.179, 0.074], [0.407, 0.395, -0.302], [0.129, 0.130, 0.648], [0.068, 0.141, 0.258], [-0.311, 0.161, -0.152], [-0.015, -0.187, -0.042], [0.202, 0.108, -0.343], [0.342, 0.096, 0.106], [-0.023, -0.339, -0.071], [0.391, 0.241, 0.733]]}

***

{"formula": "C19H23N3O3S", "method": "ωB97M-V/def2-TZVPD", "total_energy_ha": -1526.01816, "smiles": "COc1ccc(-n2ccnc(SCC(=O)NC3CCCCC3)c2=O)cc1", "orbital_gap_ev": 7.975, "species": ["S", "O", "O", "O", "N", "N", "N", "C", "C", "C", "C", "C", "C", "C", "C", "C", "C", "C", "C", "C", "C", "C", "C", "C", "C", "C", "H", "H", "H", "H", "H", "H", "H", "H", "H", "H", "H", "H", "H", "H", "H", "H", "H", "H", "H", "H", "H", "H", "H"], "positions_angstrom": [[-2.0261, 0.2955, -4.4359], [3.4996, 1.6805, 2.5767], [-0.2410, 1.5427, -2.1469], [-4.0295, -0.5735, -1.9524], [0.0302, -1.2350, -4.3604], [1.3017, -0.1301, -2.1971], [-2.4960, 0.6630, -0.8395], [2.1780, 1.6727, -0.7840], [2.9864, 1.1645, 1.4334], [-1.3034, -2.0398, 1.5413], [1.2084, -1.7163, -3.9355], [3.7913, 0.8098, 3.6445], [-3.2137, 0.3225, -1.9262], [2.7118, 2.0838, 0.4171], [2.7239, -0.1851, 1.2134], [-0.4966, -0.2098, -3.7550], [-2.4657, -0.1403, 0.3661], [1.9048, 0.3249, -0.9925], [-1.0088, -1.1256, 2.7261], [-2.9336, 1.2113, -3.1357], [2.1860, -0.5965, 0.0076], [0.1535, 0.5019, -2.6580], [-1.3889, -1.2254, 0.2557], [1.8333, -1.2089, -2.8411], [-2.1857, 0.7601, 1.5668], [-2.0942, -0.0609, 2.8497], [-0.9548, -1.7117, 3.6458], [1.9675, -1.6434, -0.1466], [-0.0410, -0.6398, 2.5759], [-1.6188, -1.8739, -0.5926], [-1.7325, 1.3187, -0.9586], [2.8926, 0.2974, 4.0020], [-3.8747, 1.4527, -3.6294], [-3.0546, -0.5444, 3.0397], [-3.4492, -0.6132, 0.4586], [-1.2387, 1.2817, 1.3998], [2.7575, -1.5990, -2.4458], [-0.5218, -2.7970, 1.4474], [-2.3886, 2.1154, -2.8787], [2.9275, 3.1243, 0.5977], [-0.4277, -0.7393, 0.0701], [-1.8777, 0.5987, 3.6924], [1.6108, -2.5459, -4.4938], [1.9683, 2.3925, -1.5576], [-2.9740, 1.5098, 1.6535], [2.9236, -0.9249, 1.9720], [-2.2511, -2.5560, 1.7062], [4.1843, 1.4417, 4.4390], [4.5474, 0.0696, 3.3647]], "forces_ev_per_angstrom": [[-0.375, 0.285, -0.023], [-0.081, 0.185, -0.277], [0.085, 0.135, -0.212], [-0.276, -0.386, -0.074], [-0.721, 0.559, 0.025], [-0.231, -0.036, -0.255], [0.148, 0.156, 0.391], [0.062, -0.079, 0.011], [-0.088, -0.040, -0.183], [0.300, 0.149, -0.052], [0.740, -0.106, 0.512], [0.048, -0.156, 0.190], [0.051, 0.529, -0.157], [0.080, -0.090, 0.163], [0.200, 0.109, 0.327], [-0.044, -0.329, -0.222], [0.099, -0.019, -0.064], [0.236, 0.052, 0.621], [-0.288, -0.175, 0.084], [0.369, -0.252, -0.177], [-0.093, 0.212, -0.338], [0.196, 0.053, 0.176], [-0.353, -0.143, 0.063], [-0.064, -0.394, -0.590], [-0.321, -0.209, 0.044], [0.315, 0.154, -0.048], [0.084, 0.016, 0.037], [-0.065, -0.081, -0.005], [0.094, 0.021, 0.027], [0.020, 0.041, -0.078], [-0.169, -0.106, -0.128], [0.029, 0.007, -0.030], [0.005, -0.050, 0.060], [-0.076, -0.006, 0.066], [0.099, 0.033, 0.060], [0.070, 0.086, -0.013], [0.029, 0.007, 0.003], [-0.047, -0.095, 0.006], [-0.130, -0.035, -0.024], [0.027, 0.134, 0.012], [0.025, 0.047, -0.039], [-0.085, -0.011, 0.045], [0.171, -0.076, 0.072], [-0.032, 0.044, -0.030], [0.028, 0.069, -0.058], [0.031, -0.036, 0.093], [-0.040, -0.106, 0.020], [-0.024, -0.090, -0.029], [-0.040, 0.020, -0.001]]}